(1)
{"formula": "C10H16O", "method": "ωB97M-V/def2-TZVPD", "symbols": ["C", "C", "C", "C", "C", "C", "C", "O", "H", "H", "H", "H", "H", "H", "H", "H", "C", "C", "C", "H", "H", "H", "H", "H", "H", "H", "H"], "xyz": [[0.96330, 0.51686, -2.70224], [1.38896, 1.60123, 0.74391], [1.72755, 1.09315, -0.46567], [0.14606, 2.22575, 0.85463], [0.72182, 0.96280, -1.39188], [-0.96330, 1.92264, 0.05765], [-0.63517, 1.34630, -1.20006], [-0.12683, 3.03961, 1.88208], [2.17882, 1.61943, 1.59774], [2.67277, 0.49283, -0.71013], [-0.56260, 3.85924, 1.57443], [-1.95636, 2.25640, 0.31734], [0.08861, -0.10964, -3.20664], [1.80204, -0.18109, -2.69169], [-1.28427, 1.38481, -1.95261], [1.30430, 1.36754, -3.35475], [-0.21088, -2.48078, 1.11757], [-1.04436, -1.48905, 2.08442], [-0.77314, -2.52050, -0.36300], [0.85177, -1.94994, 1.05340], [-0.23766, -3.53529, 1.53831], [-0.77849, -0.40948, 1.92146], [-0.65223, -1.75417, 3.11908], [-1.40601, -3.25751, -0.32118], [-1.12049, -1.58462, -0.35638], [-2.12693, -1.83997, 1.93294], [0.03273, -2.57657, -1.07875]], "mulliken_spin": [0.026, 0.118, 0.039, 0.271, 0.222, 0.029, 0.105, 0.113, -0.002, 0.000, 0.001, -0.001, 0.010, 0.009, -0.001, 0.056, -0.001, 0.004, 0.005, 0.000, 0.000, -0.002, 0.000, 0.000, 0.000, 0.000, -0.002], "multiplicity": 2, "lumo_ha": [-0.148, -0.284], "total_charge": 1, "homo_lumo_gap_ev": [9.6, 5.9], "largest_force_ev_per_a": 6.92, "e_above_lowest_ev": 3.1406}

---

(2)
{"formula": "C37H50BBr2F32N2O7P", "method": "ωB97M-V/def2-TZVPD", "symbols": ["C", "C", "C", "C", "C", "P", "C", "C", "O", "N", "C", "C", "C", "C", "C", "O", "B", "O", "N", "C", "C", "C", "Br", "C", "C", "Br", "H", "H", "H", "H", "H", "H", "H", "H", "H", "H", "H", "H", "H", "H", "H", "H", "H", "H", "H", "H", "H", "H", "H", "H", "H", "H", "H", "H", "H", "H", "H", "H", "H", "H", "F", "C", "F", "C", "F", "F", "C", "O", "C", "F", "F", "C", "F", "F", "H", "H", "H", "H", "F", "C", "F", "C", "F", "F", "C", "O", "C", "F", "F", "C", "F", "F", "H", "H", "H", "H", "F", "C", "F", "C", "F", "F", "C", "O", "C", "F", "F", "C", "F", "F", "H", "H", "H", "H", "F", "C", "F", "C", "F", "F", "C", "O", "C", "F", "F", "C", "F", "F", "H", "H", "H", "H"], "xyz": [[4.04391, -3.00771, 3.26356], [4.25199, -1.90487, 2.88072], [4.59749, -0.59983, 2.33084], [3.51811, -0.03161, 1.38741], [2.22325, 0.26355, 2.16229], [1.11200, 1.48751, 1.31949], [0.57142, 0.11017, -0.02714], [-0.45794, -0.89204, 0.36180], [-1.58116, -0.85721, -0.12021], [-0.09798, -1.88023, 1.30347], [-1.27706, -2.61925, 1.74683], [0.93603, -2.79884, 0.75464], [1.95387, 2.40317, -0.06060], [1.35869, 3.69727, -0.61654], [-0.05587, 3.61043, -1.14671], [2.17500, 4.05386, -1.76957], [-0.76397, 1.67875, 1.92824], [-1.77175, 1.98445, 1.06331], [-1.08218, 1.56452, 3.33303], [-0.75226, 0.26028, 3.93545], [-2.48784, 1.86631, 3.61601], [1.62551, 2.83567, 2.65894], [0.45883, 4.42710, 2.59284], [3.11850, 3.21271, 2.70473], [3.52800, 4.63305, 2.34642], [3.77793, 2.91746, 4.55907], [3.89568, -3.96011, 3.72045], [5.52889, -0.66299, 1.77511], [4.78349, 0.13677, 3.11673], [3.35362, -0.77717, 0.61029], [3.95319, 0.84865, 0.91985], [1.70298, -0.68438, 2.27119], [2.50267, 0.59586, 3.16125], [1.42922, -0.42423, -0.43851], [0.11958, 0.65235, -0.85809], [-1.67009, -3.28656, 0.97553], [-2.07061, -1.93969, 2.04201], [-1.00790, -3.21326, 2.61962], [0.53892, -3.80811, 0.68216], [1.79367, -2.83150, 1.42563], [1.25615, -2.49461, -0.23704], [2.99142, 2.62023, 0.18970], [2.02645, 1.73001, -0.91437], [1.46750, 4.53629, 0.06474], [-0.77972, 3.89107, -0.38527], [-0.14347, 4.35521, -1.93683], [-0.28424, 2.64862, -1.59981], [3.02853, 3.61816, -1.70684], [-1.60205, 1.69896, 0.15953], [-1.57666, -0.44164, 3.79879], [-0.63661, 0.38797, 5.01541], [0.17658, -0.15610, 3.56490], [-2.62106, 1.85665, 4.70015], [-3.17362, 1.13119, 3.19165], [-2.75243, 2.86300, 3.27687], [1.36728, 2.41566, 3.62407], [3.72580, 2.53458, 2.11709], [3.27615, 5.33557, 3.13246], [3.12952, 4.93483, 1.38019], [4.61648, 4.64167, 2.26185], [7.55400, -3.17041, -0.58097], [7.45442, -2.39984, 0.51932], [7.00848, -1.18147, 0.12166], [8.79691, -2.23976, 1.23185], [9.65902, -1.55529, 0.45132], [8.52667, -1.46146, 2.32022], [9.47716, -3.50518, 1.77501], [10.50074, -4.09711, 0.99831], [10.23558, -5.00952, 0.01484], [8.95531, -5.41926, 0.03579], [11.00476, -6.09304, 0.25935], [10.64612, -4.49463, -1.36905], [10.02704, -3.33402, -1.65334], [10.28705, -5.40965, -2.29615], [6.70777, -2.83421, 1.19258], [9.99690, -3.16810, 2.67016], [8.74441, -4.24156, 2.10618], [11.72667, -4.34341, -1.40466], [-7.80305, -2.04303, 1.57389], [-8.68801, -2.14140, 0.56185], [-9.27237, -3.35623, 0.63952], [-7.98878, -1.98958, -0.79285], [-7.14785, -3.02210, -1.00723], [-8.97529, -2.07118, -1.73728], [-7.26909, -0.66016, -1.07389], [-5.87017, -0.60148, -0.88108], [-5.30874, -0.30786, 0.33328], [-6.22634, 0.12212, 1.22131], [-4.44355, 0.70577, 0.13767], [-4.49162, -1.48226, 0.87849], [-5.24995, -2.59207, 0.99522], [-4.03580, -1.15105, 2.11438], [-9.46043, -1.37666, 0.68447], [-7.38420, -0.51495, -2.14673], [-7.77884, 0.17711, -0.59610], [-3.64332, -1.68821, 0.22515], [-15.09106, -3.90673, -2.21736], [-15.75774, -3.83549, -3.38504], [-16.36460, -5.02559, -3.59488], [-14.81320, -3.55526, -4.55703], [-13.97759, -4.59759, -4.74011], [-15.62350, -3.48453, -5.65385], [-14.01547, -2.24219, -4.54290], [-12.67345, -2.27933, -4.09659], [-12.33817, -2.15972, -2.77596], [-13.38957, -1.79277, -2.01981], [-11.42565, -1.16789, -2.68799], [-11.67091, -3.43249, -2.23985], [-12.47619, -4.49941, -2.41235], [-11.43841, -3.29113, -0.91809], [-16.52356, -3.05773, -3.31727], [-13.92773, -1.96933, -5.59309], [-14.57736, -1.43939, -4.06463], [-10.72598, -3.61710, -2.75281], [6.49238, 4.57676, -0.46347], [5.55026, 4.19424, -1.34175], [5.04726, 3.00217, -0.90709], [6.10925, 4.01061, -2.75175], [6.98638, 2.98651, -2.77006], [5.03309, 3.63981, -3.50533], [6.72150, 5.23479, -3.44808], [8.12769, 5.37775, -3.42157], [8.77838, 5.99668, -2.38914], [7.92624, 6.62003, -1.55636], [9.57219, 6.94502, -2.93097], [9.70588, 5.03492, -1.63831], [9.01997, 3.97597, -1.16910], [10.25189, 5.68964, -0.59062], [4.73849, 4.92845, -1.33489], [6.49735, 5.08375, -4.50263], [6.21511, 6.15561, -3.15723], [10.49744, 4.68442, -2.30331]], "lowdin_charge": [0.108, -0.145, -0.194, -0.215, -0.265, 0.950, -0.188, -0.504, 0.063, -0.142, -0.074, -0.032, -0.219, -0.441, -0.032, -0.058, -0.732, 0.126, -0.122, -0.059, -0.071, -0.769, 0.797, -0.771, -0.203, 0.690, 0.032, 0.091, 0.105, 0.108, 0.088, 0.063, 0.070, 0.077, 0.075, 0.096, 0.056, 0.098, 0.087, 0.062, 0.088, 0.061, 0.101, 0.073, 0.071, 0.089, 0.080, 0.032, 0.079, 0.082, 0.092, 0.059, 0.093, 0.081, 0.089, 0.007, 0.046, 0.057, 0.055, 0.074, 0.101, -0.304, 0.084, -0.439, 0.137, 0.103, -0.040, 0.052, -0.549, 0.152, 0.145, -0.287, 0.103, 0.101, 0.164, 0.150, 0.149, 0.175, 0.098, -0.306, 0.096, -0.430, 0.139, 0.085, -0.042, 0.056, -0.540, 0.148, 0.153, -0.282, 0.100, 0.075, 0.176, 0.149, 0.148, 0.145, 0.098, -0.308, 0.099, -0.444, 0.137, 0.100, -0.042, 0.052, -0.544, 0.150, 0.139, -0.288, 0.104, 0.095, 0.173, 0.149, 0.147, 0.170, 0.106, -0.298, 0.076, -0.437, 0.141, 0.108, -0.038, 0.053, -0.548, 0.153, 0.147, -0.286, 0.102, 0.103, 0.170, 0.151, 0.150, 0.176], "multiplicity": 1, "lumo_ha": 0.015, "homo_lumo_gap_ev": 8.6, "largest_force_ev_per_a": 1.76, "smiles": "C#CCCCP(CC(=O)N(C)C)(C[C@H](C)O)(B(O)N(C)C)[C@H](Br)[C@@H](C)Br.FC(F)C(F)(F)COC(F)(F)C(F)F.FC(F)C(F)(F)COC(F)(F)C(F)F.FC(F)C(F)(F)COC(F)(F)C(F)F.FC(F)C(F)(F)COC(F)(F)C(F)F"}

---

(3)
{"formula": "C33H42AlAsClN5O4SSi2", "method": "ωB97M-V/def2-TZVPD", "symbols": ["Al", "O", "C", "O", "C", "C", "Cl", "N", "N", "C", "C", "O", "O", "C", "C", "C", "C", "C", "C", "H", "H", "H", "H", "H", "H", "N", "C", "C", "C", "C", "C", "C", "C", "C", "C", "C", "C", "C", "C", "H", "H", "H", "H", "H", "H", "H", "H", "H", "H", "C", "N", "C", "S", "N", "C", "H", "H", "H", "H", "H", "H", "H", "H", "C", "Si", "C", "C", "As", "Si", "C", "C", "C", "H", "H", "H", "H", "H", "H", "H", "H", "H", "H", "H", "H", "H", "H", "H", "H", "H", "H"], "xyz": [[-14.10809, -13.86683, 8.36903], [-17.04682, -15.58700, 12.96709], [-15.92305, -16.32613, 13.00362], [-15.55446, -16.96302, 13.90052], [-15.10621, -16.25495, 11.70922], [-14.03273, -17.12495, 11.40285], [-13.52342, -18.48796, 12.28685], [-13.34422, -16.56798, 10.31517], [-14.03083, -15.46805, 9.86721], [-15.03789, -15.29665, 10.72016], [-16.07964, -14.25916, 10.33906], [-17.17306, -14.26732, 10.84926], [-15.72968, -13.61729, 9.27805], [-12.11725, -16.93719, 9.71989], [-11.07456, -16.29439, 10.28716], [-9.78255, -16.49958, 9.71558], [-9.65163, -17.30332, 8.62561], [-10.73779, -17.82563, 7.98250], [-12.02177, -17.69232, 8.54501], [-17.15583, -15.22780, 12.03578], [-11.16815, -15.62341, 11.18434], [-8.97606, -15.86972, 10.06368], [-8.70249, -17.56999, 8.21374], [-10.67991, -18.46027, 7.11944], [-12.89391, -18.06458, 8.03749], [-14.47032, -11.80048, 7.68792], [-15.16271, -11.11251, 6.86014], [-16.27586, -11.76213, 6.07703], [-17.40388, -12.38162, 6.65750], [-18.40286, -12.79580, 5.84067], [-18.34391, -12.68710, 4.45993], [-17.18688, -12.19355, 3.92257], [-16.20190, -11.65726, 4.69896], [-14.98509, -9.60631, 6.60830], [-13.73215, -9.07084, 6.48339], [-13.63458, -7.64359, 6.43536], [-14.77323, -6.82165, 6.42681], [-16.05389, -7.41942, 6.46712], [-16.17617, -8.83702, 6.55224], [-17.45205, -12.39079, 7.80288], [-19.33680, -13.12543, 6.27872], [-19.25566, -12.85362, 3.94455], [-17.06585, -12.21738, 2.80490], [-15.37555, -11.24995, 4.15736], [-12.85486, -9.69891, 6.30513], [-12.58725, -7.26442, 6.30614], [-14.62951, -5.77361, 6.37857], [-17.01636, -7.01298, 6.48808], [-17.11371, -9.34735, 6.55037], [-10.65464, -11.09676, 10.89420], [-10.81491, -11.85229, 9.68538], [-11.91665, -12.63310, 9.39018], [-11.74734, -13.57376, 7.88392], [-13.14374, -12.71463, 9.90477], [-13.55406, -12.08647, 11.13218], [-11.26092, -11.45670, 11.72585], [-10.78009, -10.01987, 10.65870], [-9.60667, -11.24061, 11.27819], [-10.02838, -12.06237, 9.11249], [-13.72920, -11.24378, 8.02697], [-13.52534, -11.01304, 10.99659], [-13.01123, -12.39189, 12.02905], [-14.61629, -12.29025, 11.35543], [-15.38857, -18.61620, 7.34538], [-16.27330, -17.00544, 6.64029], [-17.14026, -17.53488, 5.11307], [-17.58903, -16.39225, 7.84485], [-14.70348, -15.33106, 6.42630], [-13.46424, -15.49447, 4.48496], [-11.95689, -14.31913, 4.78113], [-14.14759, -14.72966, 2.98521], [-12.92824, -17.31618, 4.07137], [-16.09630, -19.40359, 7.47291], [-14.77853, -18.44133, 8.28084], [-14.73765, -18.91809, 6.53972], [-17.66822, -18.43306, 5.43156], [-16.49749, -17.80217, 4.27164], [-17.95521, -16.77839, 4.80202], [-17.22276, -15.59818, 8.46687], [-17.99605, -17.10874, 8.54356], [-18.34755, -15.88887, 7.23788], [-11.36453, -14.38789, 3.84181], [-11.22762, -14.64254, 5.52391], [-12.22509, -13.30276, 4.98988], [-14.43742, -13.68637, 3.30444], [-15.00284, -15.34276, 2.65009], [-13.46441, -14.52668, 2.18009], [-12.18382, -17.73715, 4.72042], [-12.57471, -17.19613, 3.03915], [-13.91639, -17.87457, 4.12416]], "lowdin_charge": [-0.246, 0.110, -0.516, 0.128, -0.033, -0.533, 0.801, -0.027, 0.141, -0.129, -0.518, 0.113, -0.036, -0.256, -0.021, -0.063, -0.102, -0.055, 0.029, 0.042, 0.147, 0.105, 0.105, 0.103, 0.074, 0.190, -0.176, -0.198, -0.035, -0.095, -0.074, -0.095, -0.058, -0.169, -0.036, -0.065, -0.069, -0.041, 0.007, 0.147, 0.110, 0.098, 0.128, 0.118, 0.123, 0.115, 0.087, 0.082, 0.108, -0.096, -0.051, -0.714, 0.721, -0.097, -0.103, 0.063, 0.093, 0.099, 0.094, 0.057, 0.086, 0.081, 0.085, -0.214, 0.206, -0.239, -0.201, 0.814, 0.193, -0.278, -0.247, -0.202, 0.003, 0.014, -0.001, 0.026, 0.016, 0.063, -0.018, 0.032, 0.025, 0.033, -0.031, -0.009, 0.033, 0.036, 0.024, -0.004, 0.019, 0.024], "multiplicity": 1, "lumo_ha": 0.002, "homo_lumo_gap_ev": 6.7, "largest_force_ev_per_a": 4.59, "e_above_lowest_ev": 0.0000}

---

What did the first record say?
{"formula": "C10H16O", "method": "ωB97M-V/def2-TZVPD", "symbols": ["C", "C", "C", "C", "C", "C", "C", "O", "H", "H", "H", "H", "H", "H", "H", "H", "C", "C", "C", "H", "H", "H", "H", "H", "H", "H", "H"], "xyz": [[0.96330, 0.51686, -2.70224], [1.38896, 1.60123, 0.74391], [1.72755, 1.09315, -0.46567], [0.14606, 2.22575, 0.85463], [0.72182, 0.96280, -1.39188], [-0.96330, 1.92264, 0.05765], [-0.63517, 1.34630, -1.20006], [-0.12683, 3.03961, 1.88208], [2.17882, 1.61943, 1.59774], [2.67277, 0.49283, -0.71013], [-0.56260, 3.85924, 1.57443], [-1.95636, 2.25640, 0.31734], [0.08861, -0.10964, -3.20664], [1.80204, -0.18109, -2.69169], [-1.28427, 1.38481, -1.95261], [1.30430, 1.36754, -3.35475], [-0.21088, -2.48078, 1.11757], [-1.04436, -1.48905, 2.08442], [-0.77314, -2.52050, -0.36300], [0.85177, -1.94994, 1.05340], [-0.23766, -3.53529, 1.53831], [-0.77849, -0.40948, 1.92146], [-0.65223, -1.75417, 3.11908], [-1.40601, -3.25751, -0.32118], [-1.12049, -1.58462, -0.35638], [-2.12693, -1.83997, 1.93294], [0.03273, -2.57657, -1.07875]], "mulliken_spin": [0.026, 0.118, 0.039, 0.271, 0.222, 0.029, 0.105, 0.113, -0.002, 0.000, 0.001, -0.001, 0.010, 0.009, -0.001, 0.056, -0.001, 0.004, 0.005, 0.000, 0.000, -0.002, 0.000, 0.000, 0.000, 0.000, -0.002], "multiplicity": 2, "lumo_ha": [-0.148, -0.284], "total_charge": 1, "homo_lumo_gap_ev": [9.6, 5.9], "largest_force_ev_per_a": 6.92, "e_above_lowest_ev": 3.1406}